DFT (ωB97M-V with the def2-TZVPD basis set) results for the ion C8H14NO with charge +1.

Structure (XYZ):
```
24
Properties=species:S:1:pos:R:3:forces:R:3
C 0.8739 1.9887 -0.6165 -0.2 1.7 -0.2
C 0.4109 0.7305 -0.6736 0.4 -0.6 -0.5
C -0.2134 -0.6622 1.6644 0.0 -0.1 0.0
C 0.0637 -1.9001 0.8103 0.2 0.2 0.0
C -1.2911 0.2466 1.0696 -0.3 -0.1 0.1
C 1.1227 -1.7094 -0.2881 0.1 -0.8 -0.4
C -1.1418 0.4827 -0.4396 0.4 -1.2 1.8
C 1.3467 -0.3633 -0.8391 -3.6 0.3 0.5
N -1.9836 1.5229 -0.8721 2.0 -0.1 -0.7
O 2.4026 -0.2253 -1.5726 2.3 0.7 -0.8
H 1.9265 2.2278 -0.5781 0.1 -0.1 0.1
H -0.5632 -0.9843 2.6446 0.0 0.1 0.0
H 0.7113 -0.1025 1.8248 0.0 0.0 0.0
H 0.4234 -2.7066 1.4492 -0.1 0.0 0.0
H -0.8760 -2.2422 0.3765 -0.1 -0.1 0.0
H -2.2772 -0.1869 1.2339 -0.1 0.0 0.1
H -1.2628 1.2136 1.5722 -0.1 0.1 0.1
H 2.0991 -2.0683 0.0564 -0.1 0.1 0.1
H 0.8853 -2.3645 -1.1367 0.1 -0.2 0.1
H -1.4087 -0.4209 -0.9937 0.1 0.0 -0.2
H 0.2091 2.8282 -0.5139 0.1 0.3 -0.1
H -1.8851 2.4076 -0.4037 -0.5 0.4 0.5
H -2.1269 1.6081 -1.8640 -0.5 0.0 -0.5
H 2.5547 0.6797 -1.9102 -0.3 -0.5 0.1
```
Positions in Å, forces in eV/Å.

The HOMO energy (alpha / beta) is -10.61 / -14.15 eV. As for the expectation value of S²: 2.02. The value obtained for the orbital gap (alpha / beta) is 7.577 / 5.597 eV. As for the total charge: +1. The LUMO energy (alpha / beta) comes out at -3.03 / -8.55 eV. Its spin multiplicity is 3.

These are the Mulliken partial charges, in e, on atoms 1 to 2: atom 1 (C): -1.492, atom 2 (C): 0.797

---

DFT (ωB97M-V with the def2-TZVPD basis set) results for a structure of composition C8H14NSi.

Structure (XYZ):
```
24
Properties=species:S:1:pos:R:3:forces:R:3
C -3.0935 0.3697 -1.3517 -2.4 -0.7 -1.9
C -3.3110 -0.9710 -1.0719 0.0 0.2 -0.5
C -2.0475 1.0562 -0.8087 -0.4 -3.2 0.8
C -2.5094 -1.6257 -0.1837 1.4 3.5 0.2
C -1.2303 0.4070 0.0868 0.3 -0.9 1.2
C -1.4723 -0.9292 0.4551 -0.7 0.2 -0.4
C 2.2939 0.8409 0.8380 -3.8 2.8 -1.4
C -0.7127 -1.6251 1.5175 -0.9 -1.8 -1.2
N 0.4700 -1.2354 1.7735 -0.8 -0.8 1.1
Si 2.0825 0.6965 -1.0416 2.7 -0.8 0.8
H -3.8980 0.7451 -2.0629 1.6 0.3 1.0
H -4.1092 -1.4651 -1.5951 -0.2 -0.3 0.1
H -1.9264 2.0131 -1.0291 0.7 4.2 -0.8
H -2.6657 -2.5583 0.1237 -0.8 -3.9 0.9
H -0.4984 0.9310 0.6824 0.2 0.3 -0.1
H 2.3559 1.9940 1.0722 0.3 -2.3 -0.2
H 3.0130 0.1676 1.0728 3.3 -1.2 0.7
H -1.2339 -2.6608 1.8659 1.4 2.5 -0.3
H 0.8289 -1.8423 2.4996 0.6 -0.1 0.2
H 1.4649 0.3020 1.4247 0.2 1.1 -1.1
H 5.8212 1.8074 0.0784 0.1 0.9 -1.2
H 1.0827 1.1385 -1.9805 -0.5 0.3 -0.1
H 3.4139 0.1553 -1.8170 -1.9 0.6 1.0
H 5.8815 2.2886 -0.5484 -0.1 -1.0 1.2
```
Positions in Å, forces in eV/Å.

The HOMO energy is -12.56 eV. The value obtained for the orbital gap is 6.314 eV. As for the total charge: +1. The LUMO energy comes out at -6.25 eV. Its spin multiplicity is 1.

These are the Mulliken partial charges, in e, on atoms 1 to 2: atom 1 (C): -0.249, atom 2 (C): -0.519

---

DFT (ωB97M-V with the def2-TZVPD basis set) results for the molecule C8H14O2.

Structure (XYZ):
```
24
Properties=species:S:1:pos:R:3:forces:R:3
C -2.4384 1.1661 -0.4084 -0.1 0.1 -0.1
C -1.2351 0.4700 0.2178 0.1 0.1 0.3
C -1.5684 -0.9618 0.6475 -0.2 -0.1 -0.1
C -0.3501 -1.7577 1.0206 0.4 0.2 0.2
C 0.8980 -1.3968 0.7037 0.0 0.0 -0.3
C 1.2093 -0.1575 -0.0956 2.0 -2.0 -3.1
O 2.1614 -0.5834 -1.4171 -1.4 -0.1 2.0
C 2.2126 0.7778 0.5747 -3.1 -2.1 0.8
O 2.8307 1.5614 -0.3581 0.5 -0.2 -2.3
C -0.0329 0.4704 -0.7294 0.2 0.0 0.0
H -2.7321 0.6659 -1.3444 0.1 0.1 0.2
H -3.3042 1.1462 0.2695 0.2 0.0 -0.2
H -2.2111 2.2161 -0.6427 -0.1 -0.3 0.1
H -0.9476 1.0313 1.1236 -0.1 -0.1 -0.1
H -2.2755 -0.9519 1.4915 0.2 0.0 -0.2
H -2.0969 -1.4823 -0.1724 0.1 0.1 0.2
H -0.5031 -2.6500 1.6341 0.0 0.2 -0.3
H 1.7529 -2.0057 1.0116 -0.3 0.2 -0.1
H 1.6037 -1.0738 -2.0264 -0.1 0.0 0.0
H 1.2286 1.0349 1.2294 2.8 1.8 -0.2
H 2.9329 0.1986 1.1821 -0.5 0.3 0.0
H 2.9682 0.9218 -1.2291 -0.9 1.8 3.0
H -0.3029 -0.1296 -1.6150 0.1 0.2 0.2
H 0.2000 1.4903 -1.0674 0.0 -0.3 0.0
```
Positions in Å, forces in eV/Å.

The HOMO energy is -9.62 eV. The value obtained for the orbital gap is 10.394 eV. As for the total charge: 0. The LUMO energy comes out at 0.77 eV. Its spin multiplicity is 1.

These are the Mulliken partial charges, in e, on atoms 1 to 2: atom 1 (C): -1.711, atom 2 (C): 0.783

---

DFT (ωB97M-V with the def2-TZVPD basis set) results for the molecule C8H14O2.

Structure (XYZ):
```
24
Properties=species:S:1:pos:R:3:forces:R:3
C -0.1174 -1.4083 -0.5231 2.0 -1.1 -0.2
C -1.8097 0.1830 -0.4430 -0.5 0.9 0.4
C 0.1292 -2.8330 -0.8891 -0.6 0.2 0.3
C -2.5762 1.1248 -1.3012 0.1 -0.4 -0.2
C 1.5817 0.7575 -0.9959 -0.1 -0.2 0.1
C 0.8883 0.7572 2.8492 0.0 0.0 -0.1
C 1.1428 0.3760 0.3869 0.3 0.4 -0.1
C 1.3084 1.1349 1.4660 0.0 -0.3 0.0
O -1.1411 -0.8042 -1.0482 -0.7 0.3 0.0
O 0.6005 -0.8994 0.5354 -0.9 0.0 -0.2
H -1.4831 0.5080 0.5336 0.3 -0.2 0.0
H 1.8281 2.0752 1.3523 0.0 0.1 -0.2
H 1.1852 -3.0175 -1.0430 0.2 -0.1 -0.1
H -0.4339 -3.0670 -1.8029 0.2 0.0 0.3
H -0.2077 -3.5141 -0.0808 0.1 0.2 -0.3
H -3.4704 1.4647 -0.7800 0.0 0.1 0.0
H -1.9905 2.0080 -1.5881 -0.1 0.0 0.0
H -2.8864 0.6110 -2.2130 -0.1 0.1 0.0
H 2.2127 -0.0277 -1.4195 0.0 0.0 0.0
H 0.7233 0.8965 -1.6567 0.1 0.0 0.0
H 2.1571 1.6802 -0.9564 -0.1 0.0 0.0
H 0.2626 -0.1319 2.8281 0.0 0.0 0.1
H 1.7587 0.5509 3.4741 0.0 0.0 0.1
H 0.3380 1.5753 3.3153 0.0 0.0 0.1
```
Positions in Å, forces in eV/Å.

The HOMO energy (alpha / beta) is -6.40 / -6.84 eV. The value obtained for the orbital gap (alpha / beta) is 7.333 / 7.807 eV. As for the total charge: 0. The LUMO energy (alpha / beta) comes out at 0.93 / 0.97 eV. Its spin multiplicity is 1.

These are the Mulliken partial charges, in e, on atoms 1 to 2: atom 1 (C): 0.644, atom 2 (C): -0.158

---

DFT (ωB97M-V with the def2-TZVPD basis set) results for a structure of composition C8H14O2S.

Structure (XYZ):
```
25
Properties=species:S:1:pos:R:3:forces:R:3
C 2.5833 -0.4657 0.6072 -1.3 3.7 1.2
C 1.7362 0.0269 1.9047 2.1 -1.0 1.1
C -0.3394 1.2372 -1.0742 0.7 2.2 -2.4
C -0.0948 -0.3820 0.6463 3.0 1.8 -3.2
C 1.5088 -0.6931 -0.3532 -4.8 -1.1 -1.8
C -1.1302 0.2679 -0.2891 0.6 -0.8 0.6
C -2.2465 0.8927 0.5492 0.3 0.7 0.8
C -1.6941 -0.8513 -1.1703 2.3 -1.2 1.3
O 0.4858 -0.6195 -2.8785 1.2 0.4 -0.2
O 0.4603 0.4704 1.5842 0.0 -0.2 -0.1
S 1.1589 0.3340 -1.9385 -1.4 0.3 1.8
H 3.2224 0.4409 0.4063 -0.4 -1.2 -0.4
H 3.1658 -1.2973 0.8718 0.8 -1.1 0.1
H 1.8184 -0.8591 2.6363 -0.8 1.3 -0.7
H 2.2368 0.8957 2.3321 0.0 -0.2 0.3
H -0.9317 1.7395 -1.9478 1.1 -0.9 1.4
H 0.0659 2.0556 -0.4329 -0.1 -0.6 -0.5
H -0.4723 -1.2356 1.0654 -0.6 -2.6 1.1
H 1.3506 -1.6915 -0.8553 0.7 0.8 0.9
H -2.9611 1.4785 -0.0592 0.3 -0.4 0.3
H -1.8386 1.5534 1.3581 -0.2 -0.3 -0.8
H -2.7550 0.0856 1.0894 -0.2 0.1 -0.3
H -2.0278 -1.5893 -0.4316 -0.6 -0.2 -0.6
H -0.8714 -1.2882 -1.7986 -1.2 0.3 0.8
H -2.4304 -0.5057 -1.8219 -1.5 0.5 -0.9
```
Positions in Å, forces in eV/Å.

The HOMO energy is -8.67 eV. The value obtained for the orbital gap is 9.419 eV. As for the total charge: 0. The LUMO energy comes out at 0.75 eV. Its spin multiplicity is 1.

These are the Mulliken partial charges, in e, on atoms 1 to 2: atom 1 (C): -0.500, atom 2 (C): -0.470

---

DFT (ωB97M-V with the def2-TZVPD basis set) results for a structure of composition C8H14O7Ti.

Structure (XYZ):
```
30
Properties=species:S:1:pos:R:3:forces:R:3
Ti -0.7652 0.1323 0.2932 -0.7 0.1 0.2
C -0.9950 -0.4523 -2.8476 0.0 0.0 0.1
O -0.1648 -0.0650 -1.6892 0.1 0.2 -0.1
C 1.0556 0.6734 -1.9812 0.0 0.0 -0.1
C 1.1860 1.7883 -0.9619 0.1 0.0 0.1
O 0.8209 1.2900 0.3839 0.0 -0.3 -0.1
C 1.8372 0.6437 1.2483 0.1 0.1 -0.1
C 1.9093 -0.8459 0.9618 0.0 -0.1 0.1
O 0.5529 -1.3706 0.8356 0.1 0.1 0.1
C 0.2582 -2.6040 1.5930 0.0 0.1 -0.1
H -0.4008 -0.3490 -3.7499 0.0 0.0 0.0
H -1.8632 0.2022 -2.8684 0.0 0.0 0.0
H -1.2751 -1.4924 -2.7072 0.0 0.0 0.0
H 0.9743 1.1194 -2.9722 0.1 0.0 0.0
H 1.8909 -0.0259 -1.9735 0.0 0.0 0.0
H 0.4837 2.6009 -1.1386 0.0 0.0 0.0
H 2.1991 2.1838 -0.9070 0.0 0.0 0.0
H 1.4967 0.8599 2.2595 0.0 0.0 0.0
H 2.7898 1.1396 1.0676 0.0 0.0 0.1
H 2.3982 -1.3332 1.8052 0.1 0.0 0.0
H 2.4503 -1.0884 0.0483 0.0 0.0 0.0
H 1.1845 -3.1546 1.7245 0.0 0.0 0.0
H -0.4321 -3.1855 0.9888 0.0 0.0 0.0
H -0.1799 -2.3201 2.5473 0.0 0.0 0.0
O -3.3850 0.6916 3.0950 -0.1 0.1 -0.1
C -2.8114 0.6835 2.0847 0.3 -0.3 0.1
O -1.5410 0.0613 1.8947 -0.2 0.2 -0.3
C -3.2428 1.3030 0.7214 0.1 0.0 -0.4
O -4.2033 1.9099 0.4780 0.0 0.0 0.2
O -2.2279 1.0041 -0.2341 0.1 -0.2 0.4
```
Positions in Å, forces in eV/Å.

The HOMO energy is -18.08 eV. The value obtained for the orbital gap is 8.515 eV. As for the total charge: +2. The LUMO energy comes out at -9.57 eV. Its spin multiplicity is 1.

These are the Mulliken partial charges, in e, on atoms 1 to 2: atom 1 (Ti): 1.302, atom 2 (C): -0.785

---

DFT (ωB97M-V with the def2-TZVPD basis set) results for a cluster of 2 separate species, C8H14OS in total.

Structure (XYZ):
```
24
Properties=species:S:1:pos:R:3:forces:R:3
C -0.5783 1.8977 0.9178 -0.7 -4.3 1.5
C -2.3758 0.7197 -0.6349 0.6 -1.5 4.0
C -0.6450 0.5210 1.6065 -1.4 1.0 -2.0
C 5.3972 1.5018 -0.4333 -3.7 -1.9 0.1
C 5.3008 0.1681 -0.3459 -1.0 2.0 0.1
C -1.6675 -0.3961 0.9514 0.5 1.9 -3.8
C -3.8546 0.6557 -0.8443 2.0 -0.1 -5.0
C -1.6553 -2.3639 -0.5024 0.8 0.9 -0.2
O -0.9818 -1.4158 0.3102 1.1 -0.9 1.5
S -1.6527 2.2477 -0.2605 -1.9 1.7 -2.5
H 0.0298 2.6307 1.2316 2.1 2.5 1.2
H 0.2770 0.0813 1.4353 2.0 -1.1 -0.2
H -0.7905 0.4992 2.6526 -0.3 0.6 1.3
H 4.4459 2.0774 -0.4443 0.9 -0.2 0.0
H 6.2882 1.9996 -0.5302 2.0 1.1 -0.1
H 6.1363 -0.4170 -0.2922 2.3 -1.4 0.0
H 4.4062 -0.4191 -0.2595 -0.6 0.4 0.0
H -2.5024 -0.6014 1.5943 -0.7 -0.6 -0.1
H -4.3132 0.2067 -0.0784 -1.8 -2.0 2.8
H -4.0362 0.1056 -1.8400 0.1 0.0 1.5
H -4.3786 1.5386 -1.0822 -0.2 1.7 0.2
H -1.9999 -3.2678 -0.0449 -0.1 -0.4 0.9
H -1.0123 -2.6700 -1.3477 -0.2 0.5 0.4
H -2.4556 -1.7584 -0.7966 -1.8 0.1 -1.5
```
Positions in Å, forces in eV/Å.

The HOMO energy (alpha / beta) is -5.98 / -8.65 eV. As for the expectation value of S²: 2.01. The value obtained for the orbital gap (alpha / beta) is 6.862 / 8.215 eV. As for the total charge: 0. The LUMO energy (alpha / beta) comes out at 0.88 / -0.44 eV. Its spin multiplicity is 3.

These are the Mulliken partial charges, in e, on atoms 1 to 2: atom 1 (C): -0.540, atom 2 (C): 0.035

---

DFT (ωB97M-V with the def2-TZVPD basis set) results for a cluster of 2 separate species, C8H14S in total.

Structure (XYZ):
```
23
Properties=species:S:1:pos:R:3:forces:R:3
C 0.9829 0.3753 -0.9151 1.4 -0.5 0.3
C -1.0050 -0.5638 0.7258 -1.0 2.4 1.0
C 2.3304 0.0780 -0.2328 -0.9 2.0 -0.2
C -2.0370 0.0888 0.1341 0.8 -0.4 1.1
C 2.4071 -0.6418 1.0992 0.9 -2.2 0.6
C 3.6301 0.0845 -1.0789 -1.9 -1.0 -1.3
C -2.6923 -0.3417 -1.0936 -1.7 -2.5 -1.7
C -2.5696 1.4689 0.5956 -1.4 -2.4 -4.4
S 1.3820 1.7940 -0.0694 0.9 -0.8 -0.3
H -0.4775 -1.4818 0.5051 -0.5 0.0 -0.5
H -0.5995 0.0566 1.5521 0.0 -1.0 -0.2
H 2.1694 -0.1201 2.0364 0.2 0.4 -0.7
H 3.4090 -1.1750 1.2553 -1.0 1.1 -0.3
H 1.7369 -1.5134 1.1306 -0.2 0.3 -0.3
H 3.6251 0.9482 -1.8419 0.1 -1.8 1.1
H 3.7370 -1.0008 -1.5121 -0.4 2.1 0.2
H 4.4283 0.1324 -0.3941 1.2 0.6 0.7
H -3.2824 0.4631 -1.5891 0.9 -0.6 0.0
H -3.4757 -1.1530 -0.9121 0.6 1.1 0.3
H -2.0491 -0.9422 -1.7813 -0.1 1.1 0.2
H -3.6551 1.5342 0.1900 1.9 0.3 0.3
H -1.8893 2.1103 0.0562 -0.2 1.1 0.3
H -2.7163 1.5749 1.5805 0.4 0.7 3.8
```
Positions in Å, forces in eV/Å.

The HOMO energy is -8.03 eV. The value obtained for the orbital gap is 8.164 eV. As for the total charge: 0. The LUMO energy comes out at 0.14 eV. Its spin multiplicity is 1.

These are the Mulliken partial charges, in e, on atoms 1 to 2: atom 1 (C): -0.411, atom 2 (C): -1.104

---

Summary of ΔE to the lowest compared entry with this formula, charge and spin in kJ/mol
0.0; 456.7; 200.6; 380.6; 193.7; 87.2; 307.7; 434.6
(order as listed above)